No. 1
This record from the OMol25 dataset describes a molecular structure, C34H47CsN4O8P2S2Si. The level of theory is ωB97M-V with the def2-TZVPD basis set.

Values from the calculation:
Energy ... -3933.8286 hartree
HOMO-LUMO gap (alpha / beta) ... 5.91 / 3.64 eV
HOMO energy (alpha / beta) ... -0.0794 / 0.0039 Ha
Energy relative to the best compared isomer or geometry (same formula, charge and spin) ... 0.341 eV
Net charge ... -2
LUMO (alpha / beta) ... 3.747 / 3.752 eV

The geometry in XYZ format:
```
99
Properties=species:S:1:pos:R:3:lowdin_charge:R:1
Cs -0.4786 0.6068 -0.0018 1.19
N -2.2080 4.2246 -2.8053 0.13
C -0.8663 3.5781 -2.4704 -0.48
C 0.2119 4.3370 -3.2393 -0.10
P -1.1417 1.8869 -3.2078 0.22
O 0.2421 1.1010 -2.8482 -0.29
O -2.2468 1.2314 -2.4550 -0.39
O -1.2255 2.1549 -4.6749 -0.34
P -0.8056 4.0745 -0.6421 0.22
O 0.7061 3.7646 -0.2667 -0.20
O -1.0789 5.5486 -0.8002 -0.36
O -1.7688 3.2268 0.1128 -0.44
H -2.3500 4.2471 -3.8153 0.14
H -2.1741 5.1481 -2.3291 0.12
H -2.9276 3.6350 -2.3732 0.14
H 0.0642 4.2370 -4.3170 0.07
H 1.1851 3.9187 -2.9804 0.07
H 0.2254 5.3876 -2.9436 0.07
H 0.9629 1.4030 -3.4123 0.03
H 0.8821 3.2850 0.6071 0.02
N -0.9957 0.0828 3.1449 -0.02
C -0.2134 0.8968 4.0724 -0.29
C 1.2653 0.8614 3.7112 -0.12
C 1.5358 1.3797 2.2938 -0.76
O 1.1303 2.5476 2.0441 -0.08
O 2.0792 0.5958 1.4842 -0.17
H -1.9659 0.0141 3.4200 0.07
H -0.6298 -0.8570 3.0305 0.05
H -0.3236 0.5855 5.1231 0.09
H -0.5627 1.9280 3.9929 0.11
H 1.6532 -0.1577 3.7907 0.10
H 1.8188 1.4874 4.4173 0.11
S -5.5600 -1.0232 -3.0861 1.05
C -7.1137 -1.4451 -3.6787 -0.45
C -7.4942 -2.6784 -3.2460 -0.23
C -6.5235 -3.2865 -2.4083 -0.15
C -5.4080 -2.5080 -2.2101 -0.48
C -4.2231 -2.8118 -1.4213 -0.23
C -3.3126 -1.8063 -1.0273 -0.12
N -2.2362 -2.0082 -0.3104 0.06
C -1.9318 -3.2862 0.0827 -0.17
C -2.7826 -4.3762 -0.2775 -0.17
C -2.4071 -5.7085 0.1226 -0.05
C -1.2743 -5.9354 0.8135 -0.05
C -0.3918 -4.8542 1.1887 -0.17
C 0.7840 -5.0655 1.8778 -0.03
C 1.6183 -3.9770 2.2155 -0.24
C 1.1636 -2.6992 1.8090 -0.12
N 0.0562 -2.4592 1.1561 0.09
C -0.7536 -3.5225 0.8191 -0.18
C 2.8596 -4.1192 2.9311 -0.48
C 3.7561 -3.1544 3.3478 -0.15
C 4.8817 -3.6824 4.0253 -0.22
C 4.8606 -5.0398 4.1379 -0.47
S 3.4472 -5.6922 3.3984 0.98
C -3.9190 -4.1151 -1.0195 0.01
H -7.6619 -0.7664 -4.3116 0.05
H -8.4403 -3.1343 -3.5060 0.09
H -6.6503 -4.2542 -1.9437 0.09
H -3.4759 -0.7751 -1.3405 0.08
H -3.0568 -6.5325 -0.1560 0.10
H -0.9966 -6.9449 1.1000 0.10
H 1.0545 -6.0814 2.1503 0.08
H 1.7642 -1.8167 2.0241 0.08
H 3.6141 -2.0997 3.1604 0.09
H 5.6827 -3.0682 4.4148 0.09
H 5.5907 -5.6810 4.6035 0.04
H -4.5557 -4.9438 -1.3140 0.11
C 3.9540 -1.6259 0.0662 -0.20
Si 3.1022 -0.7169 -1.3428 0.86
C 4.2476 0.7519 -1.8413 -0.65
C 4.7740 1.3738 -0.5407 -0.11
C 5.4341 0.2878 -2.6898 -0.11
C 3.4714 1.8329 -2.5986 -0.11
C 2.7428 -2.0148 -2.7224 -0.65
C 2.4297 -1.3859 -4.0796 -0.10
C 1.5111 -2.8071 -2.2550 -0.10
C 3.9206 -2.9860 -2.8729 -0.11
H 5.0132 -1.8045 -0.1541 0.04
H 3.4866 -2.5909 0.2706 0.02
H 3.8739 -1.0127 0.9642 0.01
H 5.4353 0.6845 -0.0100 0.07
H 3.9592 1.6390 0.1368 0.07
H 5.3487 2.2799 -0.7724 0.08
H 6.0007 -0.5042 -2.1926 0.07
H 6.1207 1.1288 -2.8610 0.08
H 5.1195 -0.0845 -3.6683 0.06
H 2.6663 2.2336 -1.9782 0.07
H 3.0465 1.4511 -3.5331 0.07
H 4.1374 2.6657 -2.8596 0.08
H 1.5557 -0.7350 -4.0245 0.06
H 2.2033 -2.1743 -4.8094 0.08
H 3.2724 -0.8088 -4.4723 0.06
H 0.6299 -2.1674 -2.1677 0.08
H 1.6700 -3.2775 -1.2809 0.07
H 1.2817 -3.6026 -2.9757 0.08
H 4.8256 -2.4844 -3.2234 0.06
H 3.6670 -3.7649 -3.6050 0.08
H 4.1536 -3.4842 -1.9297 0.07
```

---

No. 2
This record from the OMol25 dataset describes a molecular structure, C34H48As2CoN2O. The level of theory is ωB97M-V with the def2-TZVPD basis set.

Values from the calculation:
Energy ... -7362.5015 hartree
HOMO-LUMO gap (alpha / beta) ... 6.07 / 6.05 eV
HOMO energy (alpha / beta) ... -0.6185 / -0.6185 Ha
Net charge ... +3
LUMO (alpha / beta) ... -10.758 / -10.780 eV

The geometry in XYZ format:
```
88
Properties=species:S:1:pos:R:3:lowdin_charge:R:1
Co 0.2725 -0.0698 -0.1540 0.27
C 0.0860 -2.4126 -3.3952 -0.01
C -0.0891 -1.0127 -3.9195 -0.24
C 0.2440 -0.7241 -5.2390 -0.01
C 0.0651 0.5463 -5.7627 -0.02
C -0.4777 1.5501 -4.9756 0.00
C -0.8278 1.3049 -3.6530 -0.21
C -1.4855 2.3686 -2.8219 -0.02
C -0.5973 0.0300 -3.1390 -0.21
N -0.9173 -0.2702 -1.7526 0.11
C -2.0265 -0.8609 -1.4936 -0.22
C -3.1421 -1.0832 -2.4495 0.04
C -2.0792 -1.4746 -0.1194 -0.21
C -3.1491 -2.4574 0.1885 0.05
N -1.0791 -1.1912 0.6383 0.04
C -0.8387 -2.0309 1.7987 -0.23
C -1.5448 -1.8597 2.9877 -0.21
C -2.5811 -0.7846 3.1630 0.00
C -1.3249 -2.7973 3.9943 0.00
C -0.4737 -3.8748 3.7996 -0.02
C 0.2163 -4.0137 2.6041 -0.03
C 0.0600 -3.0777 1.5907 -0.25
C 0.8807 -3.1765 0.3316 0.00
H 0.8144 -2.9553 -3.9946 0.10
H -0.8491 -2.9773 -3.4507 0.10
H 0.4254 -2.4348 -2.3592 0.04
H 0.6444 -1.5131 -5.8630 0.13
H 0.3287 0.7487 -6.7920 0.13
H -0.6583 2.5310 -5.3966 0.13
H -1.7311 3.2398 -3.4249 0.11
H -0.8147 2.6949 -2.0228 0.02
H -2.4113 2.0112 -2.3670 0.08
H -2.9889 -0.5440 -3.3794 0.11
H -4.0843 -0.7695 -1.9938 0.11
H -3.2462 -2.1476 -2.6764 0.12
H -4.1276 -2.0294 -0.0366 0.12
H -3.1205 -2.7968 1.2182 0.10
H -3.0355 -3.3284 -0.4655 0.13
H -3.5423 -1.0871 2.7371 0.10
H -2.2841 0.1519 2.6965 0.04
H -2.7504 -0.5866 4.2198 0.10
H -1.8589 -2.6959 4.9307 0.13
H -0.3435 -4.6068 4.5853 0.13
H 0.9014 -4.8412 2.4651 0.14
H 1.8801 -3.5506 0.5506 0.11
H 1.0111 -2.1965 -0.1651 0.03
H 0.4375 -3.8451 -0.4095 0.11
C 3.4753 0.8489 1.3760 -0.20
As 1.7404 0.1106 1.8001 1.26
C 2.2716 -1.3696 2.9224 -0.19
C 0.9135 1.3444 3.0191 -0.39
C 1.4069 1.5662 4.3018 -0.06
C 0.7464 2.4419 5.1508 -0.01
C -0.4046 3.0962 4.7290 -0.02
C -0.8913 2.8945 3.4463 -0.08
C -0.2280 2.0123 2.5989 -0.42
As -0.7454 1.8778 0.7544 1.27
C -0.3823 3.6957 0.1865 -0.19
C -2.6757 1.8114 0.6472 -0.20
H 4.0768 0.8100 2.2839 0.06
H 3.3989 1.8812 1.0453 0.04
H 3.9496 0.2409 0.6097 0.04
H 2.7383 -0.9180 3.7968 0.05
H 3.0151 -1.9662 2.3958 0.06
H 1.4313 -1.9808 3.2334 0.02
H 2.3033 1.0709 4.6516 0.11
H 1.1309 2.6161 6.1467 0.13
H -0.9193 3.7722 5.3986 0.13
H -1.7808 3.4262 3.1282 0.11
H -0.9580 4.2899 0.8996 0.06
H -0.7342 3.9074 -0.8182 0.03
H 0.6669 3.9499 0.2998 0.05
H -3.0728 2.3029 1.5356 0.06
H -3.0559 0.7953 0.6156 0.02
H -2.9843 2.3658 -0.2355 0.04
C 3.7894 0.4873 -2.3657 -0.11
C 3.4954 1.9865 -2.1490 -0.10
C 2.0893 2.0469 -1.5519 -0.14
O 1.7424 0.6714 -1.2144 -0.32
C 2.4496 -0.1927 -2.1705 -0.12
H 4.5274 0.1234 -1.6541 0.11
H 4.1731 0.2876 -3.3638 0.13
H 3.5295 2.5421 -3.0830 0.13
H 4.2281 2.4315 -1.4794 0.12
H 1.3517 2.4152 -2.2686 0.12
H 2.0314 2.6218 -0.6335 0.09
H 1.8667 -0.2278 -3.0898 0.11
H 2.5064 -1.1866 -1.7236 0.13
```

---

Among the records above, which one has the highest net charge? C34H48As2CoN2O

---

Which value of energy does entry 2 give? -7362.5015 hartree

---

Which value of net charge does entry 2 give? +3